(1)
An isolated ion of composition C7H15N2 and charge +1 at a distorted geometry, computed with ωB97M-V with the def2-TZVPD basis set.

Last column: natural (NBO) charge in e.
Geometry (Å):
C1 0.4048 -0.9584 -0.5287  0.27
C2 0.4823 -1.8759 -1.3762  -0.49
C3 -1.7138 0.3699 0.8488  -0.06
C4 0.9284 0.0963 0.3885  -0.01
C5 1.4126 -0.5418 1.6152  -0.65
C6 2.0247 0.9489 -0.3309  -0.59
C7 -2.2723 0.1688 -1.5521  -0.45
N1 -1.9426 -0.4180 -0.2660  -0.40
N2 -0.1699 1.0575 0.8020  -0.57
H1 -0.5146 -2.2635 -1.6927  0.29
H2 1.3725 -2.4846 -1.8227  0.28
H3 -2.4626 1.1656 0.9590  0.22
H4 -1.7389 -0.2412 1.7819  0.22
H5 0.6954 -0.9697 2.2335  0.24
H6 1.8794 0.0036 2.4079  0.25
H7 2.1317 -1.4315 1.3387  0.26
H8 1.6557 1.4097 -1.3037  0.24
H9 2.7268 0.2041 -0.6373  0.24
H10 2.4148 1.6514 0.3615  0.23
H11 -1.4964 0.9667 -1.6579  0.17
H12 -2.2833 -0.6547 -2.2963  0.23
H13 -3.3081 0.4710 -1.4698  0.23
H14 -0.2620 1.9419 0.3697  0.43
H15 0.0355 1.3840 1.8275  0.44

* E_LUMO (alpha / beta): -4.31 / -4.62 eV
* total charge: +1
* HOMO level (alpha / beta): -12.983 / -12.470 eV
* energy relative to the best compared isomer or geometry (same formula, charge and spin): 134.68 kcal/mol



(2)
An isolated ion of composition C7H15N2 and charge +1 at a distorted geometry, computed with ωB97M-V with the def2-TZVPD basis set.

Last column: natural (NBO) charge in e.
Geometry (Å):
C1 -1.9474 -1.3777 0.6059  -0.63
C2 -1.4448 0.0219 0.1843  -0.07
C3 -2.2931 0.4472 -0.9707  -0.64
N1 -0.0361 0.0228 -0.2326  -0.22
C4 0.6677 -0.6768 -1.0700  0.21
C5 2.0090 -0.3452 -0.5219  -0.05
N2 3.0819 -0.1559 -1.3931  -0.79
C6 0.9527 0.8762 0.3150  -0.03
C7 0.9363 0.9627 1.8594  -0.68
H1 -1.8140 -2.1034 -0.0885  0.21
H2 -1.4127 -1.8487 1.4215  0.23
H3 -3.0181 -1.3730 1.0825  0.26
H4 -1.4715 0.6439 0.9897  0.22
H5 -2.3474 -0.4554 -1.6408  0.22
H6 -2.0284 1.4367 -1.4390  0.24
H7 -3.3879 0.5611 -0.7450  0.26
H8 0.2920 -1.2176 -1.9495  0.25
H9 2.3244 -0.6871 0.4654  0.26
H10 2.8358 0.1883 -2.3126  0.38
H11 3.7680 0.5140 -1.0350  0.40
H12 1.0584 1.8482 -0.1744  0.24
H13 1.1522 -0.0829 2.2121  0.23
H14 0.1127 1.5009 2.2810  0.25
H15 2.0102 1.3002 2.1561  0.26

* E_LUMO: -4.42 eV
* total charge: +1
* HOMO level: -13.428 eV
* SMILES: CC(C)[N+]1=C[C@@H](N)[C@@H]1C
* energy relative to the best compared isomer or geometry (same formula, charge and spin): 69.90 kcal/mol



(3)
An isolated ion of composition C7H15N2O2 and charge +1 at a distorted geometry, computed with ωB97M-V with the def2-TZVPD basis set.

Last column: natural (NBO) charge in e.
Geometry (Å):
C1 -2.8200 -0.6470 0.1660  0.76
C2 -0.5210 -0.8420 0.8674  -0.45
C3 -0.6508 1.3920 -0.0659  -0.23
C4 -1.7384 1.1324 -1.1203  -0.07
C5 1.1587 0.7005 1.3287  -0.44
C6 1.0694 -0.1066 -0.9294  -0.25
C7 2.0513 -1.3112 -0.7029  -0.10
N1 -3.4482 -1.3797 0.9045  -0.68
N2 0.2773 0.2625 0.2781  -0.27
O1 -2.8597 0.2530 -0.7523  -0.48
O2 3.2832 -0.6451 -0.3300  -0.75
H1 -0.9041 -0.4108 1.8687  0.21
H2 -0.2075 -1.8468 0.9491  0.23
H3 -0.0910 2.2000 -0.4031  0.24
H4 -1.1859 1.7062 0.9126  0.25
H5 -2.2606 2.0987 -1.3348  0.25
H6 -1.1668 0.8923 -1.9789  0.20
H7 2.0775 0.2477 1.2832  0.26
H8 1.3830 1.7335 1.1129  0.22
H9 0.8903 0.5689 2.4871  0.26
H10 0.3284 -0.3071 -1.7352  0.23
H11 1.8370 0.6168 -1.2940  0.27
H12 1.7173 -2.1599 -0.0723  0.21
H13 2.2092 -1.5657 -1.7584  0.21
H14 -4.4690 -1.5590 1.0287  0.44
H15 4.0404 -1.0236 -0.7092  0.49

* E_LUMO: -3.05 eV
* total charge: +1
* HOMO level: -12.085 eV
* energy relative to the best compared isomer or geometry (same formula, charge and spin): 138.42 kcal/mol



(4)
C7H15N2O2 as an isolated structure at a distorted geometry, computed with ωB97M-V with the def2-TZVPD basis set.

Last column: natural (NBO) charge in e.
Geometry (Å):
C1 0.7914 0.0566 -1.9152  -0.37
C2 0.6589 -0.2795 -0.6534  -0.09
C3 1.4169 -1.3897 0.0884  0.61
C4 -1.3531 -0.4716 1.3680  -0.79
C5 1.2188 1.4897 1.3263  -0.41
C6 -2.3748 -0.0874 -1.3878  -0.25
C7 -0.7947 0.4387 0.4171  0.51
N1 2.5599 -1.7597 -0.4935  -0.80
N2 -0.2603 1.6789 1.0566  -0.57
O1 1.0612 -1.8393 1.1698  -0.61
O2 -1.6173 0.8469 -0.5922  -0.57
H1 0.2356 0.7071 -2.4486  0.22
H2 1.5097 -0.4110 -2.5145  0.21
H3 -2.2901 -0.2760 1.9702  0.26
H4 -0.4705 -0.7950 1.8285  0.29
H5 -1.8046 -1.3742 1.0102  0.27
H6 1.5229 2.4313 1.6967  0.23
H7 1.3728 0.6176 1.9220  0.25
H8 1.7170 1.4010 0.3353  0.25
H9 -1.7020 -0.4204 -2.1648  0.19
H10 -3.2352 0.3583 -1.8379  0.22
H11 -2.6520 -1.0269 -0.8096  0.19
H12 2.7225 -1.7246 -1.4756  0.40
H13 3.0900 -2.5682 -0.1203  0.42
H14 -0.8447 1.9235 1.9192  0.45
H15 -0.4783 2.4739 0.3052  0.47

* E_LUMO: -3.04 eV
* total charge: +1
* HOMO level: -13.386 eV
* energy relative to the best compared isomer or geometry (same formula, charge and spin): 76.71 kcal/mol



(5)
An isolated ion of composition C7H15N2O2S and charge +1 at a distorted geometry, computed with ωB97M-V with the def2-TZVPD basis set.

Last column: natural (NBO) charge in e.
Geometry (Å):
C1 1.1574 1.5250 -0.5787  0.38
C2 -1.5941 1.5994 -0.2415  -0.68
C3 -1.4652 -0.8820 -0.2722  -0.46
C4 -0.2219 0.5379 1.5549  -0.64
C5 -2.7197 -1.1858 0.4930  -0.63
C6 3.4066 -0.5873 -1.1269  -0.79
C7 -0.7547 0.3926 0.1500  0.23
N1 1.5918 2.5593 -0.4288  -0.14
N2 0.6617 0.3044 -0.6118  -0.55
O1 2.4909 -0.3259 1.3320  -0.73
O2 1.4769 -2.2133 -0.0727  -0.81
S1 2.0862 -0.9285 0.1088  1.85
H1 -2.5947 1.9203 0.2041  0.30
H2 -1.0426 2.5500 -0.1964  0.25
H3 -1.8522 1.5034 -1.2687  0.23
H4 -1.7818 -0.5749 -1.3716  0.21
H5 0.3804 -0.1081 -1.5507  0.49
H6 -0.7413 -1.8023 -0.1700  0.26
H7 -0.9938 0.8927 2.1178  0.24
H8 0.1149 -0.4438 1.9916  0.24
H9 0.5542 1.2196 1.5429  0.23
H10 -2.4247 -1.4185 1.5717  0.22
H11 -3.5170 -0.4275 0.5351  0.23
H12 -3.1650 -2.1467 0.1973  0.25
H13 3.9508 -1.4318 -0.6626  0.27
H14 3.0599 -0.9372 -2.0703  0.26
H15 3.9368 0.4090 -1.1763  0.30

* E_LUMO (alpha / beta): -3.31 / -10.08 eV
* total charge: +1
* HOMO level (alpha / beta): -10.860 / -15.487 eV
* 2S+1: 3
* <S²>: 2.015
* energy relative to the best compared isomer or geometry (same formula, charge and spin): 78.45 kcal/mol



(6)
A 2-piece molecular cluster, C7H15N2O3 overall at a distorted geometry, computed with ωB97M-V with the def2-TZVPD basis set.

Last column: natural (NBO) charge in e.
Geometry (Å):
C1 0.5896 -0.7124 1.4708  0.91
C2 2.3147 0.0873 0.0098  -0.22
C3 1.7102 -1.0469 -0.6521  -0.04
C4 1.3981 -1.1422 -2.0531  -0.69
C5 -0.5057 2.6436 -1.4050  -0.07
C6 -2.6771 -0.1476 -0.7626  -0.24
C7 -0.8911 -0.3283 3.2564  -0.26
N1 0.9225 -0.1060 0.2371  -0.49
N2 -0.8841 1.4853 -0.9177  -0.17
O1 1.2092 -1.6406 1.9269  -0.55
O2 -2.1806 1.1368 -1.3212  -0.37
O3 -0.4487 -0.0581 1.9412  -0.47
H1 2.9052 -0.0970 0.9764  0.26
H2 2.6283 0.9910 -0.5385  0.25
H3 1.8183 -2.0922 -0.1775  0.29
H4 0.5025 -0.6493 -2.4863  0.26
H5 1.2700 -2.1516 -2.4778  0.26
H6 2.2172 -0.6607 -2.6651  0.25
H7 0.2178 0.5704 -0.2478  0.47
H8 0.3674 3.0224 -1.1174  0.19
H9 -1.3432 3.3425 -1.8442  0.22
H10 -3.5355 0.1054 -0.1658  0.21
H11 -1.8361 -0.5178 -0.1861  0.17
H12 -2.9491 -0.7538 -1.5965  0.21
H13 -0.4201 0.2352 3.9577  0.20
H14 -0.5081 -1.3068 3.6201  0.22
H15 -1.8916 -0.2087 3.2182  0.21

* E_LUMO: -2.80 eV
* total charge: +1
* HOMO level: -13.651 eV
* energy relative to the best compared isomer or geometry (same formula, charge and spin): 86.40 kcal/mol



(7)
An isolated ion of composition C7H15N2S and charge +1 at a distorted geometry, computed with ωB97M-V with the def2-TZVPD basis set.

Last column: natural (NBO) charge in e.
Geometry (Å):
N1 3.0669 -1.6669 0.2506  -0.83
C1 3.4484 -0.2547 0.2019  -0.21
C2 2.2940 0.6946 -0.3452  -0.42
C3 0.9422 0.2400 0.2805  -0.39
C4 -0.2276 1.2586 0.0107  -0.42
C5 -1.5580 0.4780 0.2443  -0.30
C6 -2.3507 -0.0504 -0.9985  -0.26
N2 -3.5173 -0.7095 -0.3517  -0.46
C7 -3.9360 -0.2034 0.7760  0.09
S1 -2.9418 1.2587 1.1741  0.37
H1 2.5471 -1.8985 1.0834  0.36
H2 2.5521 -1.9251 -0.5813  0.35
H3 4.3223 -0.1107 -0.4594  0.20
H4 3.6449 0.0784 1.2378  0.19
H5 2.5213 1.7596 -0.1681  0.22
H6 2.2156 0.5312 -1.4430  0.20
H7 0.6366 -0.6964 -0.2324  0.19
H8 0.9862 0.0014 1.3594  0.21
H9 -0.2030 2.1082 0.7215  0.23
H10 -0.1648 1.6991 -1.0004  0.23
H11 -1.2941 -0.4054 0.8575  0.23
H12 -2.6859 0.7234 -1.7114  0.25
H13 -1.6485 -0.7920 -1.4213  0.25
H14 -3.8852 -1.5086 -0.8568  0.45
H15 -4.7648 -0.6096 1.3718  0.28

* E_LUMO: -4.91 eV
* total charge: +1
* HOMO level: -11.647 eV
* energy relative to the best compared isomer or geometry (same formula, charge and spin): 43.08 kcal/mol



(8)
A 2-piece molecular cluster, C7H15N2S overall at a distorted geometry, computed with ωB97M-V with the def2-TZVPD basis set.

Last column: natural (NBO) charge in e.
Geometry (Å):
C1 -0.5302 2.7389 0.3713  -0.48
C2 -0.7918 -0.1970 0.8338  -0.35
C3 -0.4213 1.9863 -0.6722  0.44
C4 -0.7526 1.6814 -1.9886  -0.77
C5 3.6484 -1.4836 -0.0050  -0.38
C6 -3.1777 -1.7365 0.8849  -0.78
C7 1.3538 -0.6414 0.0689  0.36
N1 0.3242 0.2064 0.1027  -0.49
N2 2.5872 -0.4680 -0.4160  -0.54
S1 -2.4242 -0.4705 -0.0375  0.19
H1 -1.1280 3.6237 0.1812  0.28
H2 -0.1569 2.6443 1.3475  0.27
H3 -0.9691 0.5618 1.6603  0.21
H4 -0.8400 2.6732 -2.5769  0.30
H5 -0.6704 -1.2008 1.4415  0.21
H6 -0.1683 1.0929 -2.6486  0.29
H7 3.7336 -1.4014 1.0498  0.21
H8 3.0816 -2.2935 -0.2602  0.21
H9 4.5033 -1.2103 -0.5771  0.23
H10 -3.4342 -1.7085 1.9561  0.24
H11 -2.3101 -2.5397 0.8722  0.21
H12 -4.0895 -2.0001 0.3669  0.26
H13 1.4070 -1.5309 0.6479  0.19
H14 2.9369 0.4056 -0.8264  0.42
H15 -1.7117 1.2673 -1.7766  0.28

* E_LUMO: -3.79 eV
* total charge: +1
* HOMO level: -11.747 eV
* energy relative to the best compared isomer or geometry (same formula, charge and spin): 120.83 kcal/mol



(9)
A 2-piece molecular cluster, C7H15N2Si overall at a distorted geometry, computed with ωB97M-V with the def2-TZVPD basis set.

Last column: natural (NBO) charge in e.
Geometry (Å):
C1 -1.6281 -0.3520 -0.3819  0.14
C2 2.1114 -0.3984 -0.2704  -0.92
C3 2.2594 0.8577 0.2294  0.23
C4 -3.7012 -0.2827 0.5591  -0.25
C5 -3.7578 -1.0654 -0.6708  -0.24
C6 0.9847 1.5452 0.6273  -0.70
C7 3.5118 1.6067 0.4476  -0.72
N1 -2.3441 -0.0212 0.7001  -0.61
N2 -2.4033 -0.9919 -1.2158  -0.60
Si1 3.2167 -1.7787 -0.7098  1.53
H1 1.0796 -0.6614 -0.5305  0.31
H2 -4.2081 0.5880 0.3882  0.19
H3 -4.2758 -0.6567 1.3942  0.21
H4 -3.9816 -2.0030 -0.3969  0.19
H5 -4.4764 -0.8150 -1.4339  0.21
H6 1.2177 2.5791 0.3324  0.24
H7 0.0854 1.0095 0.1827  0.27
H8 0.9534 1.3191 1.7094  0.24
H9 4.0702 1.9635 -0.4422  0.28
H10 4.3708 0.9466 0.6951  0.23
H11 3.5268 2.3402 1.3400  0.26
H12 -1.8664 0.4806 1.4126  0.41
H13 -2.2079 -1.5807 -2.0197  0.41
H14 3.4017 -3.0847 -0.0814  -0.14
H15 4.0611 -1.5444 -1.8646  -0.17

* E_LUMO: -6.06 eV
* total charge: +1
* HOMO level: -11.227 eV
* energy relative to the best compared isomer or geometry (same formula, charge and spin): 145.72 kcal/mol



(10)
An isolated ion of composition C7H15N2Si and charge +1 at a distorted geometry, computed with ωB97M-V with the def2-TZVPD basis set.

Last column: natural (NBO) charge in e.
Geometry (Å):
C1 -0.3410 0.0764 4.0244  -0.65
C2 -0.3947 0.4987 2.6136  0.23
C3 -0.7979 1.6831 2.0121  -0.15
N1 -0.5528 1.6229 0.6855  -0.45
C4 0.0035 0.5854 0.1478  0.09
Si1 0.5104 -0.3175 -1.4669  1.57
C5 0.7512 1.2400 -2.5395  -1.07
C6 -1.2654 -0.9252 -1.8088  -1.08
C7 1.7477 -1.6248 -0.9640  -1.16
N2 -0.0135 -0.3196 1.6184  -0.52
H1 -1.2690 0.2320 4.5573  0.26
H2 0.0312 -0.8528 4.1626  0.24
H3 0.4789 0.6987 4.4553  0.26
H4 -1.4929 2.4600 2.3573  0.25
H5 -0.7286 2.3773 0.1039  0.44
H6 -0.1483 1.7321 -2.3300  0.22
H7 1.5987 1.8124 -2.2668  0.25
H8 0.7482 1.1730 -3.6325  0.27
H9 -1.7839 -0.7369 -0.8920  0.24
H10 -1.6942 -0.2440 -2.5348  0.25
H11 -1.2519 -1.9134 -2.3119  0.26
H12 1.3050 -2.3365 -0.1801  0.26
H13 1.9101 -2.3053 -1.9465  0.28
H14 2.8045 -1.2394 -0.8115  0.28
H15 0.5324 -1.1479 1.7001  0.42

* E_LUMO: -3.34 eV
* total charge: +1
* HOMO level: -12.818 eV
* SMILES: Cc1c[nH+]c([Si](C)(C)C)[nH]1
* energy relative to the best compared isomer or geometry (same formula, charge and spin): 41.82 kcal/mol